Entry 1:
{"formula": "C19H54BBaF3N3O24P4", "method": "ωB97M-V/def2-TZVPD", "species": ["Ba", "B", "H", "H", "H", "H", "C", "N", "O", "O", "H", "H", "H", "C", "N", "O", "O", "H", "H", "H", "C", "N", "O", "O", "H", "H", "H", "C", "O", "P", "O", "O", "C", "O", "C", "H", "H", "H", "H", "H", "H", "H", "H", "H", "C", "O", "P", "O", "O", "C", "O", "C", "H", "H", "H", "H", "H", "H", "H", "H", "H", "C", "O", "P", "O", "O", "C", "O", "C", "H", "H", "H", "H", "H", "H", "H", "H", "H", "C", "O", "P", "O", "O", "C", "O", "C", "H", "H", "H", "H", "H", "H", "H", "H", "H", "C", "C", "O", "C", "O", "C", "F", "F", "F", "H", "H", "H", "H", "H"], "positions_angstrom": [[0.28590, 2.18036, 1.19066], [0.35374, -0.26800, -0.08072], [-0.66356, 0.09094, -0.10353], [0.98182, 0.39074, -0.66021], [0.76294, -0.39409, 0.90968], [0.35989, -1.19845, -0.62705], [-1.32354, -0.61812, -2.74231], [-2.28334, -1.18704, -3.66528], [-1.88944, -2.20095, -4.30555], [-3.41145, -0.68829, -3.76109], [-1.39472, -1.23141, -1.84403], [-1.64841, 0.40161, -2.53565], [-0.37235, -0.61673, -3.27462], [2.91000, -1.08353, -2.40212], [4.29079, -1.66222, -2.36781], [5.29639, -0.93846, -2.50794], [4.38485, -2.83142, -1.95545], [2.89933, -0.59565, -3.37677], [3.05556, -0.37379, -1.58775], [2.14130, -1.83322, -2.21459], [1.79784, -3.14459, 1.33106], [2.32862, -4.50008, 1.75934], [3.07084, -5.05366, 0.99264], [2.13256, -4.88054, 2.89609], [1.12943, -3.23255, 0.47457], [2.62894, -2.50778, 1.02801], [1.46246, -2.64641, 2.24069], [2.44542, -1.66055, 4.78047], [3.28937, -1.20694, 3.71521], [3.34430, 0.34550, 3.26744], [1.99184, 0.87325, 2.88161], [4.03497, 1.21964, 4.47597], [5.19763, 0.76949, 5.04229], [4.44185, 0.39412, 2.06891], [4.20236, -0.47297, 0.97995], [1.81386, -2.46292, 4.39908], [1.67302, -0.95364, 5.08340], [3.08168, -2.03573, 5.58203], [5.23930, 0.91270, 6.12203], [6.05847, 1.32482, 4.66991], [5.43094, -0.25990, 4.77019], [4.53475, -1.49397, 1.16752], [4.77290, -0.04316, 0.15662], [3.16696, -0.58536, 0.65833], [-1.20633, -2.20097, 3.50197], [-1.88628, -1.25717, 4.34439], [-1.81800, 0.36909, 4.29643], [-1.25480, 0.92178, 2.97482], [-3.31972, 0.79409, 4.68578], [-4.42530, 0.11662, 4.14769], [-0.99583, 0.73408, 5.62950], [-0.05613, 1.83198, 5.54501], [-1.97940, -2.79264, 3.01169], [-0.55373, -2.92195, 3.99431], [-0.71369, -1.68809, 2.67592], [-5.04181, 0.90130, 3.70915], [-4.95305, -0.31683, 4.99721], [-4.22951, -0.65575, 3.40391], [-0.26947, 2.64529, 6.23864], [0.14612, 2.26013, 4.56323], [0.89255, 1.33847, 5.75610], [-3.56850, -0.58900, 0.52004], [-4.05749, 0.51953, 1.23642], [-3.81127, 2.01447, 0.76998], [-2.38516, 2.38321, 0.53660], [-4.49159, 2.88653, 1.98715], [-4.94027, 4.21290, 1.80003], [-4.87135, 2.21843, -0.44124], [-4.59939, 1.75210, -1.73946], [-4.29640, -1.39814, 0.46041], [-2.78516, -0.94692, 1.18815], [-3.18664, -0.32950, -0.46736], [-5.09150, 4.36074, 0.73074], [-4.22659, 4.95249, 2.16299], [-5.89911, 4.31244, 2.30878], [-5.17403, 0.92967, -2.16547], [-3.61088, 1.30365, -1.83866], [-4.66225, 2.65123, -2.35243], [-0.08207, 6.54469, -2.38268], [0.17546, 5.36242, -3.09840], [-0.36279, 3.97169, -2.44701], [0.03240, 3.76657, -1.03898], [-1.97828, 3.98860, -2.70203], [-2.54426, 4.05564, -3.95976], [0.23569, 2.84450, -3.41434], [1.51131, 2.36547, -3.24127], [-0.66584, 7.18711, -3.04192], [0.84072, 7.05790, -2.11217], [-0.65608, 6.42143, -1.46430], [-2.71911, 3.04369, -4.32513], [-1.98742, 4.56096, -4.74887], [-3.51700, 4.54437, -4.01468], [2.03838, 2.54990, -4.17737], [1.48323, 1.30709, -2.98218], [2.09897, 2.93662, -2.52257], [1.96165, -5.17541, -2.63598], [0.65573, -4.37216, -2.78376], [0.31577, -4.22347, -4.20056], [0.95696, -3.31558, -5.03675], [1.67073, -2.40840, -4.64220], [0.71122, -3.51034, -6.54692], [0.38822, -2.31422, -7.02880], [1.80767, -3.82899, -7.13618], [-0.36195, -4.32132, -6.71726], [2.21429, -5.21571, -1.57642], [2.78152, -4.75155, -3.21584], [1.76655, -6.20945, -2.92023], [0.74735, -3.36553, -2.37583], [-0.20310, -4.85085, -2.31325]], "energy_ev": -120862.24758, "spin_multiplicity": 1, "homo_energy_ev": -12.670, "total_charge": 1}

Entry 2:
{"formula": "C19H55O10", "method": "ωB97M-V/def2-TZVPD", "species": ["O", "H", "H", "H", "C", "C", "O", "O", "H", "H", "H", "H", "H", "H", "C", "C", "O", "O", "H", "H", "H", "H", "H", "H", "C", "C", "C", "O", "H", "H", "H", "H", "H", "H", "H", "H", "C", "C", "C", "O", "H", "H", "H", "H", "H", "H", "H", "H", "C", "C", "C", "O", "H", "H", "H", "H", "H", "H", "H", "H", "C", "C", "C", "O", "H", "H", "H", "H", "H", "H", "H", "H", "C", "C", "C", "O", "H", "H", "H", "H", "H", "H", "H", "H"], "positions_angstrom": [[43.99900, 10.74600, 37.07500], [44.50300, 10.83900, 37.89900], [43.62700, 11.53000, 36.90100], [43.29500, 10.08600, 36.91300], [42.27300, 8.12200, 39.24500], [40.79200, 8.06500, 39.47100], [40.41000, 8.04600, 40.68400], [42.71700, 8.43300, 37.94000], [42.94400, 7.38800, 39.75800], [42.44400, 9.09900, 39.82800], [40.41900, 7.16400, 39.06900], [40.29600, 8.58000, 38.77900], [39.96000, 7.21100, 40.74700], [43.06500, 7.70000, 37.41100], [42.22800, 9.92900, 33.81700], [41.40800, 8.92500, 32.85500], [41.29800, 9.46700, 31.59100], [42.22900, 9.62900, 35.10900], [41.77700, 10.94000, 33.74600], [43.18000, 10.12200, 33.43200], [40.41100, 8.80900, 33.20100], [41.91600, 7.76100, 32.97700], [40.65800, 8.91600, 31.03500], [41.28000, 9.46100, 35.36100], [43.74100, 7.95600, 34.01500], [44.11500, 6.44500, 34.07900], [45.13900, 6.19900, 35.29100], [42.88300, 5.70600, 34.21600], [44.77700, 8.46500, 33.86100], [43.40800, 8.10700, 34.97000], [43.01300, 8.25000, 33.18600], [44.61200, 6.02600, 33.15900], [45.39000, 5.26200, 35.34200], [44.85100, 6.47400, 36.15000], [45.99900, 6.81800, 35.36100], [42.82400, 4.83300, 34.00100], [45.95100, 15.98900, 38.89600], [44.76500, 15.12900, 39.21700], [44.74800, 13.96100, 38.18700], [44.79700, 14.54600, 40.45800], [45.84400, 16.88200, 39.45700], [46.02400, 16.09400, 37.72400], [46.67800, 15.44100, 39.32500], [43.79400, 15.62700, 39.10100], [43.83900, 13.30600, 38.13300], [45.65400, 13.27800, 38.51100], [45.05500, 14.41200, 37.41700], [44.79400, 15.37800, 41.20500], [43.91800, 14.30500, 33.81900], [43.27100, 12.89800, 33.68600], [44.16200, 11.67100, 34.14700], [42.13200, 12.68400, 34.49900], [43.36400, 15.11500, 33.28800], [44.80500, 14.19000, 33.56200], [43.84800, 14.45400, 34.89700], [42.95000, 12.92900, 32.64300], [43.40900, 10.72400, 33.93700], [44.43900, 11.30600, 35.26500], [45.12100, 11.77500, 33.64700], [41.30500, 13.38100, 34.26800], [40.76000, 12.92600, 36.09800], [41.20100, 12.80200, 37.63500], [40.87900, 11.45000, 38.21700], [42.53000, 13.00400, 37.69400], [39.76300, 13.14000, 36.05800], [40.63300, 11.92900, 35.60700], [41.21900, 13.66900, 35.39800], [40.70100, 13.53900, 38.41800], [41.38800, 10.55200, 37.38300], [39.85300, 11.32000, 38.18400], [41.20900, 11.36100, 39.34500], [42.61500, 13.88500, 37.23400], [44.30500, 8.21100, 38.57000], [44.38500, 9.39300, 39.53700], [45.50700, 10.34700, 39.20000], [43.15900, 10.18000, 39.48200], [43.65600, 7.38400, 38.60300], [45.23100, 7.57800, 38.61000], [44.10600, 8.44000, 37.53600], [44.52900, 9.29600, 40.64700], [45.36100, 10.56600, 38.18600], [46.38800, 9.87400, 39.48500], [45.38500, 11.34500, 39.64800], [43.18600, 10.84000, 40.10500]], "energy_ev": -41031.54200, "relative_energy_kj_mol": 1553.31, "spin_multiplicity": 1, "homo_energy_ev": -11.003, "total_charge": 1}

Entry 3:
{"formula": "C19H56BF4N12O11Zn", "method": "ωB97M-V/def2-TZVPD", "species": ["Zn", "B", "F", "F", "F", "F", "C", "O", "N", "N", "H", "H", "H", "H", "C", "O", "N", "N", "H", "H", "H", "H", "C", "O", "N", "N", "H", "H", "H", "H", "C", "O", "N", "N", "H", "H", "H", "H", "C", "O", "N", "N", "H", "H", "H", "H", "C", "O", "C", "C", "N", "C", "C", "O", "C", "H", "H", "H", "H", "H", "H", "H", "H", "H", "H", "H", "H", "H", "H", "H", "C", "O", "C", "C", "N", "C", "C", "O", "C", "H", "H", "H", "H", "H", "H", "H", "H", "H", "H", "H", "H", "H", "H", "H", "C", "C", "O", "O", "H", "H", "H", "H", "H", "H"], "positions_angstrom": [[-23.03369, 12.66706, -25.18188], [-20.69995, 10.77465, -20.34598], [-20.58441, 12.10762, -20.33579], [-20.32285, 10.43325, -21.64708], [-19.80386, 10.07221, -19.65796], [-21.95028, 10.30389, -20.10573], [-17.18584, 11.16280, -22.60841], [-16.01379, 11.05154, -22.95011], [-17.66933, 11.73833, -21.52338], [-18.11823, 10.92066, -23.34306], [-18.52139, 11.35023, -21.14461], [-17.05628, 12.36382, -21.02035], [-17.90616, 10.41241, -24.18970], [-18.98555, 11.11794, -22.86460], [-20.63189, 16.60757, -27.11546], [-20.94139, 15.47614, -27.21602], [-19.67687, 16.98086, -26.36175], [-21.18705, 17.59905, -27.70841], [-18.96427, 16.27020, -26.44700], [-19.50151, 17.97540, -26.37638], [-20.59725, 18.41457, -27.62379], [-22.02270, 17.50567, -28.26794], [-25.73743, 11.07003, -26.05968], [-24.55942, 11.33559, -25.91192], [-26.22275, 10.44812, -27.10097], [-26.72455, 11.36457, -25.22926], [-25.45099, 9.96819, -27.54160], [-27.12784, 10.00030, -27.12010], [-26.48871, 11.48004, -24.25399], [-27.68852, 11.09075, -25.35530], [-20.62766, 14.10603, -23.59482], [-21.69387, 13.62907, -24.02181], [-19.69080, 14.69351, -24.27904], [-20.23172, 13.62911, -22.41836], [-19.82663, 14.91676, -25.25465], [-18.91832, 15.21194, -23.88584], [-20.83029, 13.18278, -21.73823], [-19.26019, 13.79326, -22.19636], [-24.26027, 15.42571, -26.12002], [-23.39119, 14.64329, -25.87691], [-24.58145, 16.44605, -25.43352], [-24.77650, 15.41694, -27.32778], [-24.11873, 16.77197, -24.59701], [-25.34850, 17.01662, -25.75936], [-24.58140, 14.62092, -27.91803], [-25.53680, 15.99885, -27.64938], [-24.82367, 16.65182, -21.33540], [-24.69449, 15.54921, -22.29288], [-25.75168, 14.63002, -22.13646], [-25.51693, 13.52779, -23.23249], [-24.09788, 13.09942, -23.38955], [-23.77580, 12.20378, -22.21937], [-24.82386, 11.16145, -21.74396], [-25.52109, 10.58891, -22.86510], [-25.66153, 9.16610, -22.78796], [-23.87265, 17.17621, -21.42856], [-24.89577, 16.25982, -20.32089], [-25.71902, 17.24413, -21.52413], [-26.73686, 15.09608, -22.15445], [-25.74658, 14.14280, -21.16143], [-25.82780, 13.84613, -24.22754], [-26.25294, 12.75519, -23.01002], [-23.57541, 13.94557, -23.21302], [-23.46874, 12.87260, -21.41531], [-22.79443, 11.75001, -22.35762], [-25.49771, 11.59234, -21.00345], [-24.27906, 10.45301, -21.11994], [-24.71270, 8.68462, -22.55131], [-26.03085, 8.72529, -23.71390], [-26.23573, 8.88615, -21.90477], [-22.47315, 9.82618, -24.03698], [-21.95538, 10.93408, -24.72057], [-20.97331, 10.55841, -25.71070], [-20.62446, 11.83625, -26.45050], [-21.85121, 12.59363, -26.90754], [-22.72059, 12.05804, -27.97688], [-22.27428, 12.61267, -29.36407], [-20.99770, 12.16974, -29.92543], [-20.91288, 10.73880, -30.14296], [-23.12023, 10.08330, -23.19837], [-21.65964, 9.28728, -23.55129], [-22.99299, 9.21203, -24.77228], [-21.42335, 9.86826, -26.42433], [-20.13629, 10.08473, -25.19776], [-19.86929, 11.59076, -27.19718], [-20.16928, 12.44194, -25.66689], [-21.47759, 13.42506, -27.34256], [-23.76168, 12.29280, -27.75526], [-22.85776, 10.97672, -27.98292], [-22.34925, 13.68940, -29.21201], [-23.05611, 12.50652, -30.11613], [-20.18410, 10.23921, -30.78124], [-21.91069, 10.54898, -30.53847], [-20.94952, 10.23940, -29.17480], [-25.58891, 11.05221, -30.02785], [-26.30367, 12.41195, -29.62831], [-25.48345, 13.57006, -29.53231], [-25.14722, 11.13209, -31.36726], [-26.33490, 10.25837, -30.06562], [-24.78599, 10.72055, -29.36950], [-27.04565, 12.23507, -28.84965], [-26.95975, 12.74334, -30.43320], [-25.15600, 13.89269, -30.37509], [-24.85355, 10.21838, -31.38968]], "energy_ev": -120979.30896, "spin_multiplicity": 1, "homo_energy_ev": -10.195, "total_charge": 1}